Formula: C6H16NO
Source: the OMol25 dataset
Level of theory: wB97M-V/def2-TZVPD

## Properties
lowest unoccupied orbital energy: -3.19 eV
frontier orbital gap: 9.52 eV
2S+1: 1
charge: +1
HOMO: -12.7 eV

Geometry as XYZ:
```
24
C6H16NO | the OMol25 dataset | wB97M-V/def2-TZVPD
C -1.127 2.010 -0.489
C -1.710 0.671 -0.910
C -0.652 -0.227 -1.659
C 1.709 -2.386 0.197
C 1.251 -1.309 -0.653
C -0.047 -1.050 -0.639
N -0.075 1.657 0.570
H -0.607 2.545 -1.401
H -1.929 2.732 -0.168
H -2.095 0.103 -0.097
H -2.568 0.839 -1.540
H -1.169 -0.939 -2.390
H -0.214 0.476 -2.351
H 2.362 -3.180 -0.316
H 2.315 -1.999 0.978
H 0.942 -3.140 0.700
H 1.874 -0.663 -1.346
H -0.726 -1.447 0.192
H -0.447 1.068 1.345
H 0.331 2.658 0.890
H 0.712 1.263 0.142
H 0.539 0.480 3.604
H 0.592 -0.523 2.623
O 0.736 0.359 2.721
```


Formula: C6H16NO
Source: the OMol25 dataset
Level of theory: wB97M-V/def2-TZVPD

## Properties
lowest unoccupied orbital energy (spin up / spin down): -8.49 / -11.84 eV
expectation value of S²: 0.753
frontier orbital gap (spin up / spin down): 10.81 / 7.66 eV
2S+1: 2
charge: +2
HOMO (spin up / spin down): -19.3 / -19.5 eV

Geometry as XYZ:
```
24
C6H16NO | the OMol25 dataset | wB97M-V/def2-TZVPD
C 0.095 1.251 1.302
C 0.970 0.369 0.383
C 0.343 -0.934 0.013
C -0.074 -1.216 -1.303
C 0.307 -1.999 1.013
C 1.278 -3.120 0.432
N -1.003 1.945 0.551
H 0.709 1.971 1.833
H -0.397 0.615 2.034
H 1.909 0.197 0.926
H 1.316 0.954 -0.481
H -0.716 -2.064 -1.512
H 0.249 -0.600 -2.127
H 0.730 -1.691 1.954
H -0.673 -2.434 1.239
H 0.920 -4.071 0.807
H 1.185 -3.325 -0.642
H 2.271 -2.921 0.812
H -1.501 1.275 -0.038
H -0.669 2.618 -0.151
H -1.720 2.385 1.133
H -0.715 2.648 -2.700
H -2.151 2.955 -2.500
O -1.374 2.668 -1.989
```


Formula: C6H16NO
Source: the OMol25 dataset
Level of theory: wB97M-V/def2-TZVPD

## Properties
lowest unoccupied orbital energy (spin up / spin down): -8.14 / -11.94 eV
expectation value of S²: 0.752
frontier orbital gap (spin up / spin down): 10.77 / 6.96 eV
2S+1: 2
charge: +2
HOMO (spin up / spin down): -18.9 / -18.9 eV

Geometry as XYZ:
```
24
C6H16NO | the OMol25 dataset | wB97M-V/def2-TZVPD
C 0.366 -0.443 -1.328
C 0.610 -0.742 0.145
C 0.485 0.473 1.078
C 1.521 1.341 1.210
C 2.768 1.319 0.371
C -0.839 0.805 1.750
N -1.076 0.165 -1.533
H 0.248 -1.216 -2.020
H 1.101 0.314 -1.773
H 0.047 -1.554 0.729
H 1.505 -1.401 0.151
H 1.459 2.205 1.866
H 3.287 2.111 -0.057
H 3.492 0.833 1.044
H 2.832 0.588 -0.593
H -1.148 1.743 1.249
H -0.661 0.923 2.913
H -1.610 0.100 1.590
H -1.516 0.745 -0.581
H -1.102 0.794 -2.235
H -1.761 -0.591 -1.570
H -2.580 -3.102 -1.253
H -3.531 -2.271 -0.348
O -2.750 -2.237 -0.967
```


Formula: C6H16NO3
Source: the OMol25 dataset
Level of theory: wB97M-V/def2-TZVPD

## Properties
lowest unoccupied orbital energy: 3.69 eV
frontier orbital gap: 7.84 eV
2S+1: 1
charge: -1
HOMO: -4.1 eV

Geometry as XYZ:
```
26
C6H16NO3 | the OMol25 dataset | wB97M-V/def2-TZVPD
C -1.721 -1.506 1.173
O -0.469 -2.139 1.202
C -1.612 -0.143 0.479
C -0.858 0.875 1.359
C 0.278 1.571 0.619
C 1.375 0.846 0.409
N 2.496 1.349 -0.245
C -0.007 2.860 -0.101
H -1.987 -1.362 2.229
H -2.493 -2.162 0.764
H -0.962 -0.359 -0.371
H -2.589 0.270 0.206
H -1.508 1.619 1.824
H -0.415 0.322 2.174
H 1.466 -0.156 0.783
H 2.503 2.306 -0.544
H 2.999 0.736 -0.861
H -1.067 3.090 -0.014
H 0.244 2.777 -1.148
H 0.507 3.718 0.350
H 1.167 -2.792 -1.355
H -0.021 -2.204 0.290
O 1.019 -1.950 -0.911
H -1.293 -0.855 -2.586
H 0.092 -1.430 -2.030
O -0.391 -1.047 -2.867
```


Formula: C6H16O
Source: the OMol25 dataset
Level of theory: wB97M-V/def2-TZVPD

## Properties
lowest unoccupied orbital energy: 0.83 eV
frontier orbital gap: 11.67 eV
2S+1: 1
charge: 0
HOMO: -10.8 eV
SMILES: CCCCCC.O

Geometry as XYZ:
```
23
C6H16O | the OMol25 dataset | wB97M-V/def2-TZVPD
C -1.024 -1.882 1.338
C -0.206 -1.765 0.060
C 0.870 -0.670 0.055
C 0.520 0.709 0.673
C -0.499 1.507 -0.162
C -1.994 1.214 0.079
H -1.923 -2.503 1.258
H -1.424 -0.900 1.600
H -0.403 -2.289 2.132
H -0.773 -1.558 -0.794
H 0.332 -2.694 -0.077
H 1.239 -0.511 -0.968
H 1.848 -0.924 0.475
H 0.104 0.394 1.637
H 1.442 1.241 0.808
H -0.320 1.317 -1.214
H -0.343 2.554 0.110
H -2.409 1.972 0.713
H -2.531 1.325 -0.870
H -2.263 0.223 0.407
O 3.455 0.896 -2.687
H 2.502 0.885 -2.582
H 3.799 1.459 -1.991
```